{"formula": "BrH4N2OP", "method": "wB97M-V/def2-TZVPD", "elements": ["N", "N", "O", "P", "Br", "H", "H", "H", "H"], "positions_angstrom": [[-0.886, 0.829, -1.256], [1.801, -0.557, 0.570], [-1.712, 1.354, 1.333], [-1.583, 0.567, 0.107], [-3.333, -0.874, -0.119], [-0.565, 0.008, -1.761], [2.452, -1.108, 0.932], [2.048, 0.447, 0.671], [1.779, -0.665, -0.478]], "forces_ev_per_angstrom": [[0.187, -0.292, 1.784], [-3.723, 4.064, -3.788], [0.259, -0.456, -0.646], [-0.997, 0.071, -1.309], [1.114, 0.571, 0.365], [-0.431, 0.081, -0.178], [3.569, -2.773, 1.863], [-0.102, -1.079, 0.301], [0.123, -0.187, 1.608]], "lowdin_charge": [-0.22, 0.02, -0.37, 0.29, 0.29, -0.01, -0.07, 0.04, 0.03], "charge": 0, "e_tot_ev": -84423.8711, "lumo_ev": -1.2, "molar_mass_g_mol": 158.92}

{"formula": "BrH8NSi3", "method": "wB97M-V/def2-TZVPD", "elements": ["N", "Si", "Si", "Si", "Br", "H", "H", "H", "H", "H", "H", "H", "H"], "positions_angstrom": [[0.338, -0.804, -0.075], [-1.702, 1.400, 0.314], [1.890, -0.179, -0.421], [-0.519, -2.161, 0.222], [-3.275, -0.100, -0.126], [-0.995, 1.922, -0.833], [-1.042, 0.704, 1.580], [-2.421, 2.702, 0.641], [3.002, -0.971, -0.755], [2.126, 0.721, -1.559], [2.532, 0.521, 0.684], [-1.230, -2.621, -0.994], [-0.869, -2.882, 1.430]], "forces_ev_per_angstrom": [[-0.036, -2.078, 0.455], [-0.085, 0.501, 2.154], [-0.344, 1.071, 0.409], [0.626, 2.506, -2.121], [-0.210, -0.314, -0.297], [0.685, -0.572, -0.462], [-0.460, 1.282, -1.467], [0.107, -0.812, 0.299], [0.823, -1.981, -0.282], [-0.909, 0.447, -0.287], [-0.250, 0.463, 0.663], [-0.041, -0.444, 0.415], [0.095, -0.070, 0.521]], "lowdin_charge": [-0.48, 0.14, 0.34, 0.58, 0.20, -0.11, -0.06, -0.11, -0.13, -0.10, -0.11, -0.08, -0.09], "charge": 0, "e_tot_ev": -95293.7511, "lumo_ev": -0.9, "molar_mass_g_mol": 186.23}